12 unconnected molecules or ions with the total composition C38H109N13O12 at a distorted geometry, computed with ωB97M-V/def2-TZVPD.

Results
Largest force on an atom (eV Å⁻¹): 5.722
HOMO level (eV): -8.584
Molecular weight (u): 940.37
SMILES string: COC[C@H](C)N.COC[C@H](C)N.COC[C@H](C)N.COC[C@H](C)N.COC[C@H](C)N.COC[C@H](C)N.COC[C@H](C)N.COC[C@H](C)N.COC[C@H](C)N.NC(N)=O.NC(N)=O.O

Geometry as ORCA input:
```
! RIJCOSX wB97M-V def2-TZVPD def2/J DEFGRID3
* xyz 0 1
C 7.016 -3.268 -0.392
C 5.532 -3.465 -0.650
C 5.207 -3.569 -2.202
O 3.792 -3.691 -2.304
C 3.297 -3.921 -3.535
N 5.005 -4.589 0.125
H 7.218 -2.378 -0.989
H 7.741 -4.010 -0.724
H 7.176 -2.932 0.633
H 5.121 -2.510 -0.321
H 5.629 -4.426 -2.728
H 5.677 -2.771 -2.776
H 3.765 -3.215 -4.221
H 2.237 -3.687 -3.642
H 3.551 -4.920 -3.888
H 4.937 -4.411 1.117
H 4.026 -4.459 -0.086
C 2.267 3.840 0.579
C 2.159 3.998 2.052
C 3.563 4.371 2.730
O 4.450 3.375 2.361
C 4.389 2.135 3.054
N 1.128 4.967 2.326
H 1.335 3.626 0.055
H 2.782 2.898 0.388
H 2.914 4.620 0.177
H 1.876 2.999 2.382
H 3.601 4.435 3.818
H 3.844 5.317 2.267
H 3.381 1.745 3.198
H 4.785 2.244 4.063
H 4.821 1.268 2.555
H 0.831 4.963 3.291
H 0.351 4.620 1.783
C 0.145 -4.349 -1.310
C 1.221 -5.109 -0.418
C 1.716 -4.367 0.855
O 0.684 -3.765 1.631
C 0.297 -4.427 2.814
N 0.741 -6.489 -0.155
H -0.127 -4.725 -2.296
H 0.412 -3.312 -1.511
H -0.825 -4.283 -0.817
H 2.047 -5.250 -1.115
H 2.402 -3.621 0.455
H 2.388 -5.061 1.360
H -0.016 -5.459 2.655
H -0.517 -3.879 3.287
H 1.126 -4.185 3.479
H -0.047 -6.381 0.467
H 1.479 -7.000 0.308
C -2.034 4.207 2.470
C -3.405 4.800 1.975
C -3.785 4.345 0.516
O -2.706 4.577 -0.382
C -3.180 4.557 -1.688
N -4.402 4.196 2.926
H -2.150 3.130 2.344
H -1.703 4.356 3.497
H -1.202 4.510 1.834
H -3.359 5.888 2.012
H -4.726 4.751 0.146
H -4.016 3.280 0.529
H -2.357 4.457 -2.395
H -3.909 5.332 -1.926
H -3.763 3.658 -1.891
H -4.182 4.482 3.869
H -4.200 3.206 2.926
C 1.936 4.378 -6.803
C 0.790 5.025 -5.959
C 1.015 4.809 -4.405
O 0.921 3.427 -4.097
C 1.366 3.136 -2.795
N 0.621 6.425 -6.314
H 2.068 3.301 -6.703
H 2.892 4.876 -6.640
H 1.892 4.713 -7.839
H -0.198 4.598 -6.132
H 0.223 5.279 -3.820
H 1.936 5.247 -4.021
H 1.468 2.057 -2.679
H 0.547 3.337 -2.104
H 2.241 3.624 -2.365
H 1.597 6.623 -6.150
H 0.529 6.456 -7.319
C -1.984 0.926 -3.796
C -1.269 0.868 -5.198
C -2.139 0.051 -6.220
O -3.291 0.821 -6.616
C -3.654 0.579 -7.974
N -0.768 2.175 -5.693
H -2.873 1.549 -3.888
H -1.248 1.208 -3.043
H -2.328 -0.043 -3.433
H -0.368 0.255 -5.242
H -2.527 -0.924 -5.926
H -1.533 -0.219 -7.084
H -2.842 0.947 -8.602
H -4.550 1.179 -8.135
H -4.024 -0.426 -8.176
H 0.059 2.473 -5.197
H -1.409 2.945 -5.567
C 2.643 -0.621 -0.363
C 1.486 -0.027 0.488
C 0.194 0.013 -0.257
O -0.796 0.730 0.537
C -2.072 0.889 -0.127
N 1.409 -0.874 1.642
H 2.744 -0.063 -1.294
H 2.366 -1.611 -0.728
H 3.609 -0.719 0.131
H 1.849 0.960 0.772
H -0.179 -1.008 -0.334
H 0.408 0.452 -1.231
H -1.919 1.785 -0.729
H -2.900 0.956 0.578
H -2.382 0.016 -0.701
H 0.546 -0.521 2.032
H 1.255 -1.867 1.543
C 0.769 -1.442 5.474
C 1.627 -0.182 5.297
C 1.218 1.045 6.127
O -0.098 1.615 5.913
C -0.553 1.569 4.550
N 2.932 -0.599 5.831
H 0.645 -1.471 6.557
H 1.318 -2.340 5.192
H -0.143 -1.373 4.881
H 1.620 0.273 4.307
H 1.853 1.913 5.953
H 1.440 0.925 7.187
H 0.033 2.123 3.816
H -1.538 2.024 4.442
H -0.642 0.567 4.131
H 3.715 0.038 5.877
H 2.961 -1.002 6.757
C -7.147 -2.922 -0.480
C -5.646 -2.885 -0.368
C -5.050 -3.041 -1.848
O -5.037 -4.296 -2.432
C -4.664 -5.307 -1.492
N -5.231 -1.562 0.110
H -7.509 -3.202 0.509
H -7.563 -3.751 -1.052
H -7.548 -2.010 -0.921
H -5.325 -3.674 0.312
H -4.023 -2.677 -1.884
H -5.612 -2.304 -2.421
H -3.853 -5.130 -0.785
H -4.440 -6.163 -2.129
H -5.544 -5.538 -0.891
H -4.241 -1.633 -0.076
H -5.320 -1.607 1.115
O -1.903 -2.685 0.693
H -1.387 -3.473 0.863
H -1.500 -2.012 1.241
C -4.291 0.781 4.077
O -3.702 1.561 3.362
N -5.100 -0.141 3.557
N -4.237 0.625 5.344
H -5.676 -0.750 4.121
H -5.122 0.115 2.580
H -4.845 -0.060 5.771
H -3.593 1.200 5.868
C 4.222 -3.088 3.646
O 4.805 -3.800 2.900
N 4.103 -3.352 4.900
N 3.584 -1.987 3.347
H 3.373 -2.861 5.397
H 4.465 -4.220 5.267
H 3.393 -1.755 2.382
H 3.197 -1.513 4.151
*
```

***

3 unconnected molecules or ions with the total composition C24H51BrNO10P2 at a distorted geometry, computed with ωB97M-V/def2-TZVPD.

Results
Largest force on an atom (eV Å⁻¹): 7.749
HOMO level (spin up / spin down) (eV): -8.756 / -9.884
Expectation value of S²: 0.754
Molecular weight (u): 655.52

Geometry as ORCA input:
```
! RIJCOSX wB97M-V def2-TZVPD def2/J DEFGRID3
* xyz 0 2
C 4.482 2.298 5.522
C 4.296 2.617 4.013
C 5.134 3.899 3.776
C 4.760 4.793 2.605
O 4.153 5.818 2.793
Br 5.291 4.389 0.774
C 4.847 1.370 3.258
C 4.145 0.971 1.938
C 5.256 0.834 0.832
C 3.584 -0.445 2.098
N 3.174 1.952 1.419
O 2.613 1.535 0.349
C 2.197 2.477 2.384
C 1.682 3.842 1.786
C 0.929 1.612 2.542
C 2.766 2.778 3.798
H 3.830 1.485 5.823
H 4.225 3.211 6.065
H 5.535 2.103 5.726
H 5.131 4.544 4.650
H 6.173 3.596 3.619
H 4.713 0.532 3.943
H 5.922 1.501 3.165
H 6.256 0.801 1.251
H 5.119 1.608 0.087
H 5.098 -0.109 0.308
H 3.093 -0.776 1.185
H 2.888 -0.553 2.933
H 4.416 -1.116 2.310
H 1.907 4.690 2.427
H 0.608 3.835 1.625
H 2.174 4.023 0.833
H 1.107 0.539 2.487
H 0.456 1.804 3.505
H 0.173 1.841 1.797
H 2.300 2.066 4.479
H 2.489 3.761 4.177
O -2.538 -4.651 0.155
P -1.722 -3.431 0.411
O -0.853 -3.856 1.747
C -0.323 -5.169 1.911
C 1.161 -5.206 1.599
O -2.861 -2.472 1.089
C -4.254 -2.731 0.918
C -4.804 -3.488 2.109
O -0.873 -2.045 0.204
C 0.480 -2.094 -0.254
C 0.623 -2.804 -1.585
H -0.850 -5.899 1.295
H -0.484 -5.446 2.954
H 1.342 -4.992 0.542
H 1.576 -6.190 1.821
H 1.700 -4.458 2.184
H -4.445 -3.262 -0.013
H -4.749 -1.760 0.841
H -4.248 -4.410 2.280
H -5.856 -3.735 1.959
H -4.711 -2.887 3.015
H 1.114 -2.546 0.513
H 0.810 -1.059 -0.361
H 0.281 -3.844 -1.519
H 1.663 -2.805 -1.909
H 0.020 -2.311 -2.349
O -5.445 1.019 -5.062
P -4.303 0.156 -4.667
O -2.977 0.853 -5.336
C -2.853 2.269 -5.448
C -1.937 2.828 -4.375
O -4.504 -1.147 -5.618
C -5.735 -1.393 -6.297
C -5.660 -0.899 -7.726
O -3.474 -0.792 -3.636
C -2.777 -0.212 -2.531
C -3.683 0.595 -1.626
H -3.823 2.766 -5.405
H -2.427 2.471 -6.433
H -2.374 2.693 -3.383
H -1.772 3.895 -4.529
H -0.972 2.319 -4.383
H -6.573 -0.945 -5.766
H -5.890 -2.473 -6.290
H -5.390 0.157 -7.765
H -6.616 -1.035 -8.234
H -4.892 -1.445 -8.276
H -1.937 0.385 -2.895
H -2.349 -1.041 -1.966
H -4.148 1.426 -2.169
H -3.121 1.004 -0.787
H -4.488 -0.030 -1.237
*
```